Record 1
This record from OMol25 describes one molecule with the formula C19H19ClN2OS2. The level of theory is wB97M-V/def2-TZVPD.

Atoms and positions in Å:
C1 2.81346 2.79540 -0.85026
C2 3.23886 1.45049 -0.34700
C3 4.39065 1.29251 0.40644
C4 4.78347 0.05532 0.88911
C5 4.00733 -1.05312 0.59776
Cl1 4.47512 -2.61310 1.17846
C6 2.85748 -0.93564 -0.16190
C7 2.46306 0.31636 -0.62816
N1 1.31872 0.47044 -1.41072
C8 0.27512 -0.40050 -1.58784
S1 -0.34938 -0.51293 -3.11915
N2 -0.21466 -1.07054 -0.51769
C9 -0.10989 -0.50554 0.81363
C10 -0.93971 0.73426 0.97461
C11 -1.43004 1.64222 0.08439
C12 -2.15780 2.58904 0.84832
C13 -2.05030 2.18813 2.14110
O1 -1.31518 1.06514 2.22824
C14 -1.27856 -2.06061 -0.72484
C15 -0.94556 -3.36569 -0.00795
C16 -2.60942 -1.49942 -0.33627
C17 -3.42886 -0.73768 -1.11094
C18 -4.58556 -0.29807 -0.43102
C19 -4.63156 -0.73298 0.85228
S2 -3.26579 -1.68861 1.26046
H1 2.90830 2.84928 -1.93581
H2 1.77277 2.98785 -0.59217
H3 3.43218 3.57695 -0.41868
H4 4.99451 2.15907 0.63057
H5 5.67905 -0.04699 1.47973
H6 2.27546 -1.81051 -0.40491
H7 1.43073 1.09579 -2.19971
H8 0.93458 -0.28692 1.05741
H9 -0.46117 -1.24706 1.53403
H10 -1.31435 1.63719 -0.97963
H11 -2.68476 3.44300 0.47608
H12 -2.43344 2.59389 3.05580
H13 -1.29775 -2.24645 -1.80524
H14 0.04591 -3.70762 -0.29468
H15 -1.67074 -4.12270 -0.29397
H16 -0.98192 -3.25488 1.07324
H17 -3.20783 -0.49963 -2.13588
H18 -5.34727 0.31259 -0.88116
H19 -5.38527 -0.55770 1.59396

Calculated values
- Gap between HOMO and LUMO: 8.74 eV
- Charge: 0
- SMILES string: Cc1ccc(Cl)cc1NC(=S)N(Cc1ccco1)[C@@H](C)c1cccs1
- Multiplicity: 1
- Relative energy (zero: lowest compared OMol25 entry of this formula, charge and spin): 0.0 kcal/mol
- E_tot: -2176.73232 a.u.

***

Record 2
This record from OMol25 describes C17H16AuN8OS as an isolated structure at a distorted geometry. The level of theory is wB97M-V/def2-TZVPD.

Atoms and positions in Å:
Au1 0.91967 -0.47756 -0.71825
S1 0.48679 6.18240 2.97752
N1 0.78033 5.83495 1.42997
C1 0.84728 4.52205 1.32709
C2 1.07106 3.78514 0.10778
C3 1.29672 4.39790 -1.12142
C4 1.46313 3.61337 -2.24115
C5 1.37426 2.23535 -2.10505
N2 1.18553 1.63255 -0.94033
C6 1.05195 2.37692 0.18740
C7 0.90932 1.69772 1.46589
N3 0.98583 0.35519 1.48578
C8 0.88969 -0.29078 2.63092
C9 0.69033 0.34504 3.85093
C10 0.58904 1.71969 3.86202
C11 0.70904 2.41703 2.66412
C12 0.64740 3.85390 2.57249
N4 0.43312 4.68489 3.57409
H1 1.33716 5.47756 -1.17450
H2 1.64710 4.04763 -3.21265
H3 1.45687 1.58159 -2.96354
H4 0.97823 -1.37142 2.57957
H5 0.61472 -0.23243 4.76127
H6 0.42413 2.27010 4.77857
C13 -0.10454 -4.52342 0.14212
O1 -0.07825 -3.13118 -0.23974
C14 1.02993 -2.50807 -0.49560
C15 2.30515 -3.26334 -0.48048
H7 0.49815 -4.68868 1.03359
H8 0.25197 -5.16186 -0.66491
H9 -1.14358 -4.75364 0.35442
H10 2.19289 -4.34238 -0.61745
H11 2.80575 -3.08808 0.47767
H12 2.95781 -2.86977 -1.25487
N5 -4.95575 -2.25228 -2.10552
C16 -3.63779 -2.22193 -2.34686
N6 -3.00757 -3.37673 -2.65747
N7 -3.02296 -1.07873 -2.24353
C17 -1.75521 -0.84860 -2.34905
N8 -0.63328 -0.53608 -2.43427
H13 -5.50242 -3.08849 -2.19080
H14 -5.41721 -1.39167 -1.87204
H15 -3.52195 -4.21062 -2.87650
H16 -2.04983 -3.32325 -2.95721

Calculated values
- Gap between HOMO and LUMO: 6.55 eV
- Charge: +1
- Multiplicity: 1
- Relative energy (zero: lowest compared OMol25 entry of this formula, charge and spin): 27.5 kcal/mol
- E_tot: -1704.37405 a.u.

***

Record 3
This record from OMol25 describes one molecule with the formula C15H9ClF6N2O2S at a distorted geometry. The level of theory is wB97M-V/def2-TZVPD.

Atoms and positions in Å:
N1 2.55148 1.04524 0.27217
C1 2.05620 -0.18685 0.42800
N2 1.60003 -0.64828 1.54587
S1 1.19392 0.34616 2.78107
O1 2.00782 1.53866 2.86128
O2 0.98707 -0.41906 3.96229
C2 -0.38381 0.78438 2.00896
C3 -0.50871 1.98773 1.34609
C4 -1.57109 2.16771 0.46686
C5 -1.65568 3.46282 -0.29916
F1 -2.71706 3.53111 -1.10803
F2 -1.70827 4.53203 0.50516
F3 -0.56989 3.63189 -1.07891
C6 -2.48629 1.15170 0.24416
C7 -2.34131 -0.05035 0.93065
C8 -3.28793 -1.17652 0.60811
F4 -2.96707 -1.74906 -0.56860
F5 -4.55646 -0.75951 0.48644
F6 -3.28087 -2.14938 1.52077
C9 -1.28800 -0.24360 1.80939
C10 1.90869 -1.05906 -0.75133
C11 1.86507 -2.44047 -0.58885
C12 1.61896 -3.26710 -1.66565
C13 1.40013 -2.70785 -2.91838
Cl1 1.06871 -3.72946 -4.26065
C14 1.42508 -1.33196 -3.09464
C15 1.68160 -0.51180 -2.01361
H1 3.03768 1.30815 -0.56720
H2 2.63643 1.60617 1.11606
H3 0.22197 2.76500 1.51253
H4 -3.29685 1.28364 -0.45726
H5 -1.13536 -1.17777 2.32734
H6 2.01921 -2.84441 0.40008
H7 1.57966 -4.33783 -1.54064
H8 1.23265 -0.91236 -4.07128
H9 1.66234 0.56032 -2.14911

Calculated values
- Gap between HOMO and LUMO: 9.25 eV
- Charge: 0
- SMILES string: N/C(=N\S(=O)(=O)c1cc(C(F)(F)F)cc(C(F)(F)F)c1)c1ccc(Cl)cc1
- Multiplicity: 1
- E_tot: -2294.63209 a.u.

***

Record 4
This record from OMol25 describes a 2-piece molecular cluster, C4H11NO4P overall at a distorted geometry. The level of theory is wB97M-V/def2-TZVPD.

Atoms and positions in Å:
C1 2.39310 -0.54889 0.11757
C2 1.13973 1.70933 -0.21448
C3 -0.63229 -0.62467 -0.66634
C4 1.25243 0.28903 0.38610
N1 -0.65301 -2.07124 -0.64462
O1 -2.32834 1.61106 -0.41865
O2 -3.31537 -0.76583 -0.15171
O3 -1.79705 0.28046 1.69549
O4 0.98468 0.42003 1.71806
P1 -1.95409 0.30049 0.18980
H1 2.31434 -1.47651 0.47405
H2 2.55755 -0.61889 -1.00243
H3 3.29177 -0.10949 0.49547
H4 0.06544 2.02404 -0.16799
H5 1.58358 2.35686 0.58058
H6 1.79888 1.89745 -1.01993
H7 -0.45934 -0.28520 -1.65962
H8 -4.06172 -0.43005 0.26919
H9 -0.82212 -2.40781 -1.62810
H10 -1.44408 -2.41697 -0.21180
H11 0.08591 0.86681 1.85933

Calculated values
- Gap between HOMO and LUMO: 7.22 eV
- Charge: -1
- Multiplicity: 1
- Relative energy (zero: lowest compared OMol25 entry of this formula, charge and spin): 55.3 kcal/mol
- E_tot: -856.14209 a.u.

***

Record 5
This record from OMol25 describes C18H20B2BaBr10O16 as an isolated structure at a distorted geometry. The level of theory is wB97M-V/def2-TZVPD.

Atoms and positions in Å:
Ba1 3.11250 -3.75885 3.65160
O1 -0.72889 4.03593 3.29307
C1 -0.21115 3.22951 3.99878
O2 0.96658 2.65662 3.79679
B1 1.12801 1.56426 4.76306
O3 -0.17828 1.40858 5.43851
C2 -0.97270 2.38691 5.05099
O4 -2.08175 2.62197 5.40718
O5 2.24560 1.84057 5.68605
C3 3.14248 0.90289 5.66143
O6 4.20617 0.84588 6.21522
C4 2.68644 -0.10686 4.60075
O7 1.54072 0.28385 4.13775
O8 3.20889 -1.17255 4.32142
O9 0.80902 -2.77105 2.64619
C5 0.93558 -1.88434 1.81331
O10 -0.00169 -1.23622 1.23568
B2 0.59779 -0.31537 0.23837
O11 2.03564 -0.69469 0.20165
C6 2.27717 -1.53876 1.15602
O12 3.32085 -2.07073 1.46144
O13 0.08531 -0.43634 -1.13607
C7 -0.36135 0.72512 -1.56083
O14 -0.88668 0.98047 -2.60232
C8 -0.20202 1.72791 -0.41343
O15 0.31711 1.06770 0.64008
O16 -0.46849 2.88889 -0.39507
Br1 -2.60389 -2.49734 -3.02870
C9 -4.15206 -1.37900 -2.53204
C10 -3.70572 -0.42629 -1.46212
Br2 -5.15520 0.85714 -1.13632
H1 -4.98147 -2.02193 -2.25125
H2 -4.41527 -0.88876 -3.46463
H3 -2.87045 0.15975 -1.83230
H4 -3.49303 -0.93376 -0.52662
Br3 -3.25435 4.42405 -1.17553
C11 -3.07618 3.53381 -2.93658
C12 -4.04109 4.23688 -3.88214
Br4 -5.86244 3.50317 -3.75596
H5 -3.38755 2.49197 -2.90091
H6 -2.04951 3.57202 -3.28602
H7 -3.66387 4.15056 -4.90086
H8 -4.15878 5.28649 -3.63825
Br5 2.14851 4.32401 0.73545
C13 3.57818 3.05840 0.31453
C14 3.80176 2.01152 1.36114
Br6 5.24453 0.83427 0.75098
H9 4.45756 3.65945 0.07353
H10 3.37563 2.68893 -0.69192
H11 2.91430 1.38436 1.39874
H12 3.97645 2.41398 2.35472
Br7 1.41463 -4.64572 -0.41223
C15 -0.53610 -4.39408 -0.53452
C16 -1.20094 -4.88724 0.72199
Br8 -2.99677 -4.13122 0.70117
H13 -0.87686 -4.92056 -1.42316
H14 -0.69153 -3.33931 -0.75112
H15 -0.68251 -4.76027 1.66908
H16 -1.31118 -5.97315 0.69689
Br9 3.03149 -0.96346 -3.59775
C17 2.12815 -2.40517 -4.51191
C18 0.78972 -2.70110 -3.84699
Br10 0.14553 -4.36731 -4.68327
H17 2.75147 -3.29390 -4.43592
H18 1.98986 -2.19097 -5.56708
H19 0.07106 -1.94884 -4.15771
H20 0.82508 -2.70270 -2.76208

Calculated values
- Gap between HOMO and LUMO: 6.22 eV
- Charge: 0
- Multiplicity: 1
- Relative energy (zero: lowest compared OMol25 entry of this formula, charge and spin): 0.0 kcal/mol
- E_tot: -27717.59396 a.u.